1.
The following is a DFT calculation (ωB97M-V/def2-TZVPD) of 8 unconnected molecules or ions with the total composition C27H59N5O12S2 in a non-equilibrium geometry.

Last columns: bonded neighbours and bond lengths (Å).
Element x y z (Å)
1 S 6.442 -6.155 2.072  O3 1.450, O14 1.471, C40 1.884, C45 1.856
2 S 4.184 -0.281 9.292  O6 1.430, O10 1.473, C25 1.802, C43 1.823
3 O 6.839 -4.760 2.057  S1 1.450
4 O 3.861 3.299 2.108  C42 1.192
5 O 0.694 -2.735 -7.029  C46 1.261
6 O 4.532 0.056 10.638  S2 1.430
7 O -1.454 1.477 -1.300  C29 1.253
8 O -4.093 3.794 4.116  C32 1.230
9 O -9.307 -1.721 -7.296  C22 1.200
10 O 2.805 -0.573 8.864  S2 1.473
11 O -3.457 1.069 -0.268  C20 1.448, C29 1.310
12 O -2.654 4.094 -6.707  C44 1.237
13 O -1.655 0.354 0.761  C29 1.402, C34 1.486
14 O 6.368 -7.059 0.914  S1 1.471
15 N -10.766 -1.605 -5.688  C22 1.287, C35 1.447, H98 1.010
16 N -3.024 5.823 -8.062  C26 1.554, C44 1.307, H81 1.010
17 N -2.921 2.186 5.133  C31 1.449, C32 1.327, H99 1.010
18 N -0.217 -0.766 -6.736  C23 1.420, C46 1.249, H76 1.010
19 N 3.893 3.907 -0.026  C28 1.454, C42 1.326, H92 1.010
20 C -4.172 1.942 -1.175  O11 1.448, H47 1.090, H60 1.090, H75 1.090
21 C 0.864 -1.710 -4.791  C46 1.570, H62 1.090, H68 1.090, H71 1.090
22 C -9.556 -1.670 -6.123  O9 1.200, N15 1.287, C27 1.505
23 C -0.890 -0.363 -7.920  N18 1.420, H54 1.090, H63 1.090, H91 1.090
24 C -5.345 1.874 4.925  C32 1.556, H66 1.090, H73 1.090, H97 1.090
25 C 4.869 0.969 8.190  S2 1.802, C36 1.583, H79 1.090, H96 1.090
26 C -3.141 4.854 -9.271  N16 1.554, H67 1.090, H83 1.090, H94 1.090
27 C -8.360 -1.506 -5.225  C22 1.505, H64 1.090, H72 1.090, H104 1.090
28 C 2.551 4.464 -0.072  N19 1.454, H55 1.090, H87 1.090, H102 1.090
29 C -2.155 0.990 -0.384  O7 1.253, O11 1.310, O13 1.402
30 C 5.871 -1.166 7.308  C36 1.530, C43 1.522, H77 1.090, H84 1.090
31 C -1.632 2.840 5.039  N17 1.449, H74 1.090, H86 1.090, H95 1.090
32 C -4.046 2.676 4.626  O8 1.230, N17 1.327, C24 1.556
33 C 5.818 2.726 0.880  C42 1.543, H53 1.090, H69 1.090, H82 1.090
34 C -0.354 -0.364 0.782  O13 1.486, C37 1.495, H85 1.090, H90 1.090
35 C -12.007 -1.591 -6.431  N15 1.447, H49 1.090, H57 1.090, H103 1.090
36 C 5.251 0.166 6.880  C25 1.583, C30 1.530, H78 1.090, H101 1.090
37 C -0.410 -1.796 1.209  C34 1.495, H51 1.090, H52 1.090, H88 1.090
38 C -2.153 6.270 -5.873  C44 1.505, H61 1.090, H70 1.090, H100 1.090
39 C 7.033 -7.285 4.456  C40 1.545, C41 1.521, H48 1.090, H58 1.090
40 C 7.791 -6.874 3.174  S1 1.884, C39 1.545, H80 1.090, H93 1.090
41 C 5.623 -7.729 4.096  C39 1.521, C45 1.572, H50 1.090, H56 1.090
42 C 4.409 3.331 1.051  O4 1.192, N19 1.326, C33 1.543
43 C 5.311 -1.570 8.664  S2 1.823, C30 1.522, H65 1.090, H89 1.090
44 C -2.684 5.314 -6.906  O12 1.237, N16 1.307, C38 1.505
45 C 5.011 -6.628 3.154  S1 1.856, C41 1.572, H59 1.090, H105 1.090
46 C 0.443 -1.735 -6.303  O5 1.261, N18 1.249, C21 1.570
47 H -3.936 2.980 -0.937  C20 1.090
48 H 7.106 -6.435 5.135  C39 1.090
49 H -12.466 -0.602 -6.434  C35 1.090
50 H 5.765 -8.701 3.624  C41 1.090
51 H -0.923 -1.936 2.160  C37 1.090
52 H -1.005 -2.224 0.402  C37 1.090
53 H 5.866 1.641 0.781  C33 1.090
54 H -0.382 -0.689 -8.827  C23 1.090
55 H 1.926 3.763 0.482  C28 1.090
56 H 4.984 -7.773 4.978  C41 1.090
57 H -12.653 -2.280 -5.887  C35 1.090
58 H 7.607 -8.102 4.892  C39 1.090
59 H 4.230 -6.959 2.470  C45 1.090
60 H -5.223 1.842 -0.901  C20 1.090
61 H -2.348 7.340 -5.947  C38 1.090
62 H 1.951 -1.746 -4.715  C21 1.090
63 H -0.712 0.712 -7.933  C23 1.090
64 H -7.446 -1.748 -5.766  C27 1.090
65 H 4.708 -2.474 8.743  C43 1.090
66 H -5.399 1.113 4.147  C24 1.090
67 H -2.147 4.933 -9.711  C26 1.090
68 H 0.302 -0.879 -4.364  C21 1.090
69 H 6.361 3.173 0.047  C33 1.090
70 H -2.619 6.054 -4.912  C38 1.090
71 H 0.495 -2.428 -4.058  C21 1.090
72 H -8.236 -0.549 -4.719  C27 1.090
73 H -5.284 1.462 5.933  C24 1.090
74 H -1.415 3.299 6.004  C31 1.090
75 H -3.990 1.634 -2.204  C20 1.090
76 H -0.338 0.022 -6.116  N18 1.010
77 H 6.918 -0.870 7.370  C30 1.090
78 H 4.460 -0.027 6.155  C36 1.090
79 H 3.971 1.491 7.858  C25 1.090
80 H 8.533 -6.084 3.288  C40 1.090
81 H -3.185 6.777 -8.352  N16 1.010
82 H 6.297 3.085 1.790  C33 1.090
83 H -3.261 3.799 -9.024  C26 1.090
84 H 6.003 -1.855 6.474  C30 1.090
85 H 0.189 -0.293 -0.160  C34 1.090
86 H -0.944 1.999 5.122  C31 1.090
87 H 2.189 4.554 -1.096  C28 1.090
88 H 0.581 -2.230 1.342  C37 1.090
89 H 6.092 -1.684 9.416  C43 1.090
90 H 0.396 0.142 1.390  C34 1.090
91 H -1.963 -0.552 -7.963  C23 1.090
92 H 4.437 3.926 -0.878  N19 1.010
93 H 8.236 -7.677 2.585  C40 1.090
94 H -3.887 5.092 -10.029  C26 1.090
95 H -1.349 3.532 4.245  C31 1.090
96 H 5.556 1.669 8.666  C25 1.090
97 H -6.237 2.494 4.834  C24 1.090
98 H -11.021 -1.951 -4.774  N15 1.010
99 H -3.009 1.268 5.545  N17 1.010
100 H -1.068 6.229 -5.779  C38 1.090
101 H 6.001 0.747 6.344  C36 1.090
102 H 2.674 5.424 0.428  C28 1.090
103 H -11.851 -2.060 -7.403  C35 1.090
104 H -8.284 -2.306 -4.489  C27 1.090
105 H 4.731 -5.914 3.929  C45 1.090

For the highest occupied orbital energy, the calculation gives -8.878 eV. Its frontier orbital gap is 9.0335 eV. For the energy above the lowest of the compared OMol25 structures with the same formula, charge and spin, the calculation gives 133.88 kcal per mole. The molecular weight comes out at 709.93 Da. As for the largest force on an atom: 8.5 eV Å⁻¹. As for the SMILES: O=S1(=O)CCCC1.O=S1(=O)CCCC1.CCOC(=O)OC.CNC(C)=O.CNC(C)=O.CNC(C)=O.CNC(C)=O.CNC(C)=O.

Atomic partial charges in e from the Mulliken method, atoms 1 to 2: atom 1 (S): 1.064, atom 2 (S): 1.095

***

2.
The following is a DFT calculation (ωB97M-V/def2-TZVPD) of 12 unconnected molecules or ions with the total composition C27H60N6O12S3 in a non-equilibrium geometry.

Last columns: bonded neighbours and bond lengths (Å).
Element x y z (Å)
1 S -31.610 -6.243 14.926  O5 1.618, O7 1.441, O11 1.435, C48 1.797
2 S -32.140 -7.482 23.255  O4 1.619, O13 1.443, O14 1.450, C36 1.795
3 S -27.639 -9.896 24.877  O8 1.606, O10 1.438, O12 1.449, C47 1.789
4 O -31.861 -6.444 22.044  S2 1.619, C40 1.429
5 O -32.991 -5.561 15.423  S1 1.618, C41 1.420
6 O -35.096 -2.778 20.391  C39 1.452, H80 0.964
7 O -31.964 -7.159 13.873  S1 1.441
8 O -28.418 -10.269 23.523  S3 1.606, C44 1.437
9 O -32.939 -12.660 22.022  C29 1.440, H55 0.962
10 O -28.000 -10.903 25.838  S3 1.438
11 O -30.905 -6.717 16.082  S1 1.435
12 O -26.267 -9.564 24.548  S3 1.449
13 O -30.920 -8.242 23.389  S2 1.443
14 O -32.701 -6.731 24.362  S2 1.450
15 O -37.458 -7.937 17.679  C45 1.432, H108 0.958
16 N -30.124 -2.939 22.155  C33 1.148
17 N -30.619 -3.697 18.731  C28 1.146
18 N -29.025 -6.592 20.407  C26 1.147
19 N -35.974 -3.823 27.467  C42 1.149
20 N -36.146 -10.814 23.126  C23 1.149
21 N -32.540 -5.532 29.737  C27 1.147
22 C -31.343 -11.597 23.490  C29 1.529, H79 1.085, H82 1.093, H100 1.089
23 C -37.237 -10.457 23.075  N20 1.149, C32 1.466
24 C -36.989 -8.475 19.996  C45 1.528, H54 1.092, H91 1.091, H97 1.096
25 C -28.893 -10.046 21.165  C44 1.515, H73 1.089, H94 1.090, H98 1.089
26 C -29.741 -7.166 19.719  N18 1.147, C35 1.461
27 C -32.443 -5.919 28.661  N21 1.147, C38 1.469
28 C -30.938 -2.694 19.185  N17 1.146, C37 1.471
29 C -32.689 -12.317 23.398  O9 1.440, C22 1.529, H88 1.090, H107 1.096
30 C -29.371 -4.937 23.649  C33 1.458, H78 1.090, H96 1.091, H105 1.090
31 C -34.268 -4.472 17.202  C41 1.522, H76 1.090, H81 1.094, H103 1.090
32 C -38.636 -10.023 23.013  C23 1.466, H53 1.091, H62 1.086, H86 1.090
33 C -29.766 -3.814 22.807  N16 1.148, C30 1.458
34 C -33.306 -5.780 20.236  C40 1.521, H56 1.088, H95 1.093, H102 1.089
35 C -30.626 -7.911 18.826  C26 1.461, H61 1.089, H69 1.086, H89 1.090
36 C -33.467 -8.519 22.635  S2 1.795, H58 1.089, H70 1.087, H106 1.087
37 C -31.335 -1.424 19.812  C28 1.471, H51 1.084, H52 1.089, H59 1.090
38 C -32.304 -6.413 27.285  C27 1.469, H50 1.088, H66 1.087, H83 1.086
39 C -36.402 -2.977 20.992  O6 1.452, C43 1.497, H99 1.093, H104 1.095
40 C -32.880 -5.514 21.672  O4 1.429, C34 1.521, H75 1.092, H93 1.094
41 C -32.908 -4.721 16.565  O5 1.420, C31 1.522, H71 1.092, H84 1.092
42 C -35.754 -4.098 26.373  N19 1.149, C46 1.457
43 C -36.764 -4.417 20.802  C39 1.497, H87 1.094, H90 1.092, H101 1.093
44 C -27.937 -9.708 22.291  O8 1.437, C25 1.515, H60 1.092, H77 1.094
45 C -36.404 -8.194 18.613  O15 1.432, C24 1.528, H68 1.097, H74 1.084
46 C -35.495 -4.471 24.990  C42 1.457, H65 1.096, H72 1.084, H85 1.088
47 C -28.395 -8.327 25.285  S3 1.789, H49 1.086, H57 1.084, H64 1.088
48 C -30.757 -4.831 14.214  S1 1.797, H63 1.083, H67 1.091, H92 1.087
49 H -27.915 -8.006 26.204  C47 1.086
50 H -33.028 -7.212 27.140  C38 1.088
51 H -31.162 -0.590 19.142  C37 1.084
52 H -30.810 -1.315 20.760  C37 1.089
53 H -38.760 -9.220 22.286  C32 1.091
54 H -37.317 -7.572 20.516  C24 1.092
55 H -32.304 -13.333 21.760  O9 0.962
56 H -34.247 -5.252 20.095  C34 1.088
57 H -28.226 -7.700 24.417  C47 1.084
58 H -33.567 -9.426 23.229  C36 1.089
59 H -32.389 -1.541 20.065  C37 1.090
60 H -27.729 -8.639 22.364  C44 1.092
61 H -31.072 -8.776 19.315  C35 1.089
62 H -39.366 -10.778 22.735  C32 1.086
63 H -31.246 -4.400 13.350  C48 1.083
64 H -29.450 -8.543 25.437  C47 1.088
65 H -34.401 -4.518 24.940  C46 1.096
66 H -32.518 -5.541 26.674  C38 1.087
67 H -29.809 -5.297 13.939  C48 1.091
68 H -35.891 -7.229 18.711  C45 1.097
69 H -31.417 -7.302 18.399  C35 1.086
70 H -33.258 -8.800 21.606  C36 1.087
71 H -32.416 -3.765 16.381  C41 1.092
72 H -35.911 -5.430 24.701  C46 1.084
73 H -29.913 -9.861 21.500  C25 1.089
74 H -35.714 -8.955 18.266  C45 1.084
75 H -32.511 -4.490 21.746  C40 1.092
76 H -34.203 -3.884 18.118  C31 1.090
77 H -26.974 -10.183 22.085  C44 1.094
78 H -29.270 -5.871 23.095  C30 1.090
79 H -31.379 -10.747 22.817  C22 1.085
80 H -34.740 -1.986 20.809  O6 0.964
81 H -34.624 -5.447 17.544  C31 1.094
82 H -31.167 -11.291 24.524  C22 1.093
83 H -31.318 -6.839 27.122  C38 1.086
84 H -32.364 -5.256 17.345  C41 1.092
85 H -35.770 -3.678 24.297  C46 1.088
86 H -38.889 -9.599 23.984  C32 1.090
87 H -37.820 -4.626 20.999  C43 1.094
88 H -33.555 -11.722 23.687  C29 1.090
89 H -30.038 -8.242 17.970  C35 1.090
90 H -36.191 -5.108 21.425  C43 1.092
91 H -37.844 -9.150 19.945  C24 1.091
92 H -30.611 -4.130 15.033  C48 1.087
93 H -33.740 -5.540 22.348  C40 1.094
94 H -28.819 -11.086 20.849  C25 1.090
95 H -33.441 -6.840 20.006  C34 1.093
96 H -30.121 -5.119 24.419  C30 1.091
97 H -36.233 -8.933 20.644  C24 1.096
98 H -28.656 -9.442 20.290  C25 1.089
99 H -36.416 -2.668 22.041  C39 1.093
100 H -30.557 -12.299 23.214  C22 1.089
101 H -36.645 -4.799 19.785  C43 1.093
102 H -32.574 -5.441 19.504  C34 1.089
103 H -34.976 -3.993 16.526  C31 1.090
104 H -37.042 -2.269 20.455  C39 1.095
105 H -28.412 -4.749 24.132  C30 1.090
106 H -34.380 -7.937 22.732  C36 1.087
107 H -32.672 -13.236 23.994  C29 1.096
108 H -37.765 -7.036 17.782  O15 0.958

For the highest occupied orbital energy, the calculation gives -10.158 eV. Its frontier orbital gap is 9.8995 eV. For the energy above the lowest of the compared OMol25 structures with the same formula, charge and spin, the calculation gives 3.18 kcal per mole. The molecular weight comes out at 757.01 Da. As for the largest force on an atom: 2.3 eV Å⁻¹. As for the SMILES: CCOS(C)(=O)=O.CCOS(C)(=O)=O.CCOS(C)(=O)=O.CC#N.CC#N.CC#N.CC#N.CC#N.CC#N.CCO.CCO.CCO.

Atomic partial charges in e from the Mulliken method, atoms 1 to 2: atom 1 (S): 1.099, atom 2 (S): 0.256